# 1
{
  "formula": "C10H8ClNO3",
  "method": "ωB97M-V with the def2-TZVPD basis set",
  "max_force_ev_per_a": 3.8,
  "homo_ev": -8.5,
  "de_lowest_kcal_mol": 82.0,
  "total_charge": 0,
  "orbital_gap_ev": 7.99,
  "species": ["H", "C", "C", "C", "H", "C", "Cl", "H", "O", "C", "H", "N", "H", "O", "C", "H", "C", "H", "C", "C", "H", "C", "O"],
  "positions_angstrom": [[-1.07801, -3.08263, 3.18033], [-1.39202, -1.22396, 0.31590], [0.80125, -1.25633, 1.38506], [0.05740, 0.60770, -0.15910], [-3.22232, -1.39442, -0.56667], [-2.36416, -0.72196, -0.50523], [2.37439, 3.55674, -3.01925], [-3.16340, 1.07866, -1.24787], [1.35394, -2.59756, 3.05877], [1.61389, 1.99813, -2.45793], [1.91034, -1.01946, 1.49135], [0.57809, -2.16677, 2.27186], [-0.94864, 2.25302, -1.29888], [-0.72702, -2.71719, 2.37180], [1.35858, 1.19530, -0.07030], [-1.57230, -2.22702, 0.68072], [-1.05215, 1.27610, -0.75422], [3.06361, 2.10436, -0.93832], [-2.25838, 0.60230, -0.88524], [-0.22302, -0.62623, 0.53331], [1.70433, 1.30430, 0.97383], [2.06088, 1.74869, -1.09148], [1.12473, 1.30826, -3.26844]],
  "forces_ev_per_angstrom": [[1.4, 0.1, 1.4], [-1.8, -2.6, -0.9], [1.1, 0.9, -0.5], [-2.7, -0.3, 0.4], [-0.2, 0.8, -0.6], [-0.6, 0.3, 1.0], [-0.3, 0.2, 0.1], [0.4, 0.2, -0.4], [2.4, -1.4, 2.2], [1.5, -0.2, -0.6], [-1.8, 0.1, -0.7], [-2.3, -0.3, 0.8], [0.1, -0.9, 1.0], [-0.8, 0.7, -2.6], [1.2, 1.4, -0.4], [0.1, 0.4, -0.1], [1.1, -0.2, -0.8], [0.1, 0.4, 0.3], [-1.0, -0.1, -0.4], [3.2, 1.9, 0.0], [0.6, -0.4, -0.8], [-0.6, -0.4, 1.8], [-1.1, -0.5, -0.2]]
}

# 2
{
  "formula": "C10H8CuN3S",
  "method": "ωB97M-V with the def2-TZVPD basis set",
  "max_force_ev_per_a": 1.0,
  "homo_ev": -7.2,
  "de_lowest_kcal_mol": 0.0,
  "total_charge": 0,
  "orbital_gap_ev": 6.41,
  "species": ["C", "C", "N", "H", "H", "C", "H", "C", "N", "H", "H", "N", "H", "C", "C", "C", "Cu", "C", "H", "S", "H", "C", "C"],
  "positions_angstrom": [[0.76723, 0.00061, 1.52485], [-4.16596, -0.00076, -2.55174], [-0.88694, 0.00026, -0.24524], [-0.05086, 0.00185, 3.52710], [-2.86118, 0.00112, 0.27716], [-1.58022, 0.00159, 2.03641], [1.28407, -0.81874, -2.70850], [-0.28427, 0.00140, 2.46930], [-3.03032, -0.00048, -2.86241], [-2.40678, 0.00219, 2.73296], [3.49715, -0.00152, -1.23797], [0.94865, -0.00117, -2.21345], [2.42376, 0.00075, 2.90850], [3.09025, -0.00041, 0.88363], [2.72511, -0.00093, -0.47820], [-1.84401, 0.00100, 0.65480], [-1.29379, -0.00065, -2.19994], [1.40719, -0.00070, -0.84426], [1.28432, 0.81590, -2.70913], [-5.70675, -0.00113, -2.13363], [4.13942, -0.00060, 1.14641], [2.13790, 0.00036, 1.86375], [0.40604, 0.00007, 0.15958]],
  "forces_ev_per_angstrom": [[-0.1, 0.0, -0.2], [1.0, 0.0, -0.3], [-0.3, 0.0, 0.6], [0.0, 0.0, 0.0], [0.0, 0.0, 0.0], [0.1, 0.0, 0.2], [0.0, 0.0, 0.0], [-0.1, 0.0, 0.0], [-0.2, 0.0, 0.0], [0.0, 0.0, 0.0], [0.0, 0.0, 0.0], [-0.2, 0.0, -0.1], [0.0, 0.0, 0.0], [0.0, 0.0, 0.1], [-0.1, 0.0, -0.1], [0.1, 0.0, -0.1], [0.3, 0.0, -0.4], [0.1, 0.0, 0.0], [0.0, 0.0, 0.0], [-0.8, 0.0, 0.2], [0.0, 0.0, 0.0], [0.1, 0.0, 0.0], [0.1, 0.0, 0.2]]
}

# 3
{
  "formula": "C10H8F6O9S",
  "method": "ωB97M-V with the def2-TZVPD basis set",
  "max_force_ev_per_a": 0.8,
  "homo_ev": -11.0,
  "total_charge": 0,
  "orbital_gap_ev": 9.98,
  "species": ["O", "O", "H", "O", "F", "O", "H", "C", "F", "C", "S", "H", "C", "H", "F", "C", "O", "C", "O", "F", "F", "C", "H", "C", "C", "C", "C", "H", "H", "O", "O", "H", "O", "F"],
  "positions_angstrom": [[2.89539, -0.88186, 0.40684], [-3.64252, -0.34018, 0.68739], [0.09918, 2.04181, -1.63909], [1.01293, 1.24055, -3.89409], [2.23943, -0.65588, 3.62641], [-3.93611, -2.57738, 0.72884], [-0.52943, -1.67421, -1.25275], [-1.26268, -1.02708, -0.78256], [1.70029, 1.93529, 3.30551], [0.10583, 1.12232, -1.03407], [0.60241, 0.10441, -3.15040], [-2.56668, -2.66053, -1.39879], [-1.15573, 0.37306, -1.37888], [-3.17667, -1.04407, -1.83063], [3.48960, 1.18683, 2.24439], [-2.66360, -1.63168, -1.07153], [1.11411, 0.28446, -1.63750], [1.66661, 1.97994, 0.93175], [1.64117, -2.39825, 1.47426], [1.56397, 3.30054, 1.26245], [2.62055, 1.86738, -0.02313], [2.08737, -1.30239, 1.39414], [-2.06027, 0.92683, -1.15092], [-3.49621, -1.61728, 0.17271], [0.27729, 1.58178, 0.38540], [1.65949, -0.25344, 2.45516], [2.11491, 1.21852, 2.24362], [-4.56930, -0.08293, 0.60313], [-1.09173, -0.98935, 0.29202], [-0.68866, 1.75418, 1.07270], [-0.97004, 0.23565, -2.81890], [3.71510, -0.51233, 0.76805], [0.88970, -1.20686, -3.59465], [0.31429, -0.29784, 2.60314]],
  "forces_ev_per_angstrom": [[0.3, -0.3, 0.1], [-0.1, 0.2, -0.5], [0.0, 0.3, 0.3], [-0.2, 0.0, -0.1], [-0.4, 0.3, -0.4], [-0.1, 0.2, -0.2], [0.3, 0.0, 0.2], [-0.5, 0.1, -0.3], [0.2, -0.4, -0.4], [0.2, 0.4, -0.7], [-0.2, 0.0, -0.2], [-0.1, 0.0, -0.1], [-0.1, -0.6, 0.3], [0.0, -0.1, -0.2], [-0.6, 0.1, 0.1], [0.5, 0.0, 0.3], [0.0, 0.0, 0.2], [0.2, 0.5, 0.1], [-0.2, 0.1, -0.2], [0.2, -0.5, -0.2], [-0.4, 0.0, 0.4], [-0.2, -0.2, 0.1], [0.0, 0.3, -0.4], [-0.1, -0.2, 0.3], [-0.1, -0.5, 0.3], [0.1, -0.1, 0.5], [0.3, 0.1, 0.1], [0.0, -0.1, 0.4], [0.1, 0.0, 0.1], [0.2, 0.1, -0.1], [0.1, 0.1, 0.0], [-0.1, 0.4, -0.1], [0.1, 0.0, 0.2], [0.6, 0.0, 0.0]]
}

# 4
{
  "formula": "C10H8IN2PS",
  "method": "ωB97M-V with the def2-TZVPD basis set",
  "max_force_ev_per_a": 3.9,
  "homo_ev": -8.6,
  "de_lowest_kcal_mol": 69.5,
  "total_charge": 0,
  "orbital_gap_ev": 6.53,
  "species": ["C", "H", "C", "N", "H", "C", "C", "C", "S", "H", "H", "C", "H", "C", "I", "H", "P", "H", "C", "C", "N", "H", "C"],
  "positions_angstrom": [[-1.59192, -1.19460, 0.29600], [-1.72241, -4.38590, -1.63494], [0.94928, 1.45231, 0.43146], [-2.11002, -3.47376, 0.20092], [4.27180, 1.97801, 1.39332], [3.08697, 2.91438, -0.11750], [-1.12090, -2.45718, -1.68871], [-1.71881, -3.55853, -1.02190], [-2.35952, 0.58735, 2.94188], [3.91928, 3.73850, -0.19669], [-0.87855, -0.43584, -1.52371], [3.20194, 2.07968, 0.95772], [-0.75208, -2.62162, -2.77614], [1.01828, 2.13240, -0.77653], [-3.20853, 1.48519, -0.44384], [0.25432, 2.15800, -1.46389], [-1.62984, 0.52044, 1.17745], [1.93695, 0.72292, 2.10309], [-1.13905, -1.26641, -1.03779], [-2.07783, -2.30589, 0.89974], [2.02249, 2.96557, -0.95105], [-2.37571, -2.44021, 1.94008], [2.02384, 1.40522, 1.29102]],
  "forces_ev_per_angstrom": [[0.2, 2.0, 0.4], [-0.6, -2.6, -0.4], [-1.4, -0.3, 0.2], [-1.2, -0.8, 1.5], [-2.4, 0.1, -0.1], [0.8, 2.6, -0.9], [-0.2, -1.0, -1.6], [1.8, 3.2, -0.6], [0.5, 0.0, 0.1], [-1.7, -1.7, -0.5], [1.3, 3.3, -1.7], [1.4, -0.6, 0.4], [-0.6, 0.6, 2.1], [0.6, 0.2, 2.5], [0.3, 0.4, 0.0], [-1.7, -0.1, -1.6], [1.4, -1.0, -1.9], [0.2, -0.2, 0.9], [-0.8, -2.3, 2.0], [0.4, -1.9, -0.3], [1.9, 0.3, 0.0], [0.0, 0.6, -0.3], [-0.3, -1.0, -0.2]]
}